{"formula": "C28H84N4O16", "method": "ωB97M-V/def2-TZVPD", "e_tot_ha": -2539.8071, "relative_energy_kcal_mol": 41.6, "orbital_gap_ev": 9.25, "smiles": "COC[C@H](C)N.COC[C@H](C)N.COC[C@H](C)N.COC[C@H](C)N.OCCO.OCCO.OCCO.OCCO.CO.CO.CO.CO", "homo_ev": -9.08, "elements": ["C", "O", "C", "C", "C", "N", "H", "H", "H", "H", "H", "H", "H", "H", "H", "H", "H", "C", "O", "C", "C", "C", "N", "H", "H", "H", "H", "H", "H", "H", "H", "H", "H", "H", "C", "O", "C", "C", "C", "N", "H", "H", "H", "H", "H", "H", "H", "H", "H", "H", "H", "C", "O", "C", "C", "C", "N", "H", "H", "H", "H", "H", "H", "H", "H", "H", "H", "H", "O", "C", "C", "O", "H", "H", "H", "H", "H", "H", "O", "C", "C", "O", "H", "H", "H", "H", "H", "H", "O", "C", "C", "O", "H", "H", "H", "H", "H", "H", "O", "C", "C", "O", "H", "H", "H", "H", "H", "H", "C", "O", "H", "H", "H", "H", "C", "O", "H", "H", "H", "H", "C", "O", "H", "H", "H", "H", "C", "O", "H", "H", "H", "H"], "positions_angstrom": [[-3.90061, 0.72017, -1.42949], [-3.64737, 0.72089, -0.02326], [-4.77010, 0.46470, 0.77871], [-4.46177, 0.52341, 2.30837], [-3.35488, -0.47915, 2.68004], [-5.60817, 0.14706, 3.08926], [-2.98413, 0.94222, -1.97617], [-4.58113, 1.52209, -1.71572], [-4.24110, -0.26660, -1.74325], [-5.61922, 1.10642, 0.54359], [-5.20740, -0.51235, 0.57319], [-4.04634, 1.48692, 2.60361], [-3.70732, -1.51012, 2.71136], [-3.01601, -0.27651, 3.69601], [-2.55444, -0.41753, 1.94275], [-6.12249, 1.01606, 3.06899], [-5.28070, 0.06282, 4.04098], [0.37230, 1.30303, 3.98456], [1.02954, 2.40296, 3.32866], [0.99236, 3.64844, 3.98375], [1.73292, 4.81646, 3.20383], [1.88051, 6.08013, 4.09305], [1.02553, 5.23005, 1.98591], [-0.69319, 1.47700, 4.13477], [0.81745, 1.10546, 4.95971], [0.54899, 0.45030, 3.32901], [-0.03962, 3.94537, 4.17067], [1.51126, 3.44729, 4.92097], [2.72143, 4.41495, 2.98078], [2.53078, 5.95021, 4.95813], [0.89475, 6.32193, 4.49043], [2.18952, 6.96108, 3.53043], [0.91471, 4.34607, 1.51009], [0.08060, 5.43938, 2.27467], [-0.61512, -6.79916, -1.30274], [-1.79186, -6.39222, -1.98857], [-2.42556, -5.26837, -1.41918], [-1.67161, -3.91327, -1.62252], [-2.50714, -2.74208, -1.03739], [-1.65832, -3.79251, -3.04700], [0.09612, -5.97734, -1.21992], [-0.09489, -7.67558, -1.68920], [-0.84696, -6.94985, -0.24839], [-3.39567, -5.23111, -1.91476], [-2.67128, -5.42746, -0.36922], [-0.69854, -4.00786, -1.14056], [-2.44250, -2.74197, 0.05069], [-3.56027, -2.75961, -1.31795], [-2.02574, -1.78981, -1.25998], [-0.88831, -3.19116, -3.30305], [-1.19507, -4.66505, -3.25718], [-1.11741, -7.68893, 2.64322], [-1.19367, -6.29549, 2.98716], [-0.20335, -5.46354, 2.36209], [0.13402, -4.24603, 3.21448], [0.66458, -3.03755, 2.43049], [1.13561, -4.62003, 4.24973], [-1.61459, -8.27393, 3.41696], [-0.10916, -8.09754, 2.57556], [-1.71487, -7.89069, 1.75415], [0.69670, -6.04304, 2.15669], [-0.45465, -5.25732, 1.32169], [-0.78401, -3.91622, 3.70085], [0.70028, -2.13114, 3.03484], [-0.05327, -2.77942, 1.65192], [1.66608, -3.12410, 2.00906], [1.88293, -4.99923, 3.68597], [0.82615, -5.44159, 4.74912], [2.43737, 1.15601, -4.75255], [3.23174, 0.28038, -4.04794], [3.25780, -1.15605, -4.66566], [1.90577, -1.70810, -4.63743], [2.61174, 1.11297, -5.69560], [4.25069, 0.65087, -3.93578], [2.73571, 0.16526, -3.08420], [3.95622, -1.78904, -4.11826], [3.61124, -1.16002, -5.69676], [1.29664, -1.12253, -5.09315], [-1.37619, 4.92184, -5.07261], [-2.27641, 5.31903, -4.05651], [-3.14458, 4.13105, -3.57831], [-2.32613, 3.14039, -3.03394], [-0.75456, 4.38718, -4.57329], [-1.68853, 5.80307, -3.27664], [-2.90775, 6.09307, -4.49282], [-3.75935, 3.66237, -4.34674], [-3.84668, 4.47864, -2.82046], [-1.84327, 3.52659, -2.29958], [1.81483, -1.79346, -1.83882], [2.92423, -2.54604, -1.35845], [2.54087, -3.99578, -1.25802], [2.45813, -4.53724, -2.57318], [1.68933, -1.76602, -2.79019], [3.76550, -2.45322, -2.04529], [3.20745, -2.15576, -0.38091], [1.61631, -4.24358, -0.73660], [3.36138, -4.50751, -0.75502], [3.32126, -4.56661, -2.99239], [0.48248, 2.54523, 0.42433], [0.05403, 1.50857, -0.43365], [0.29324, 0.20604, 0.31421], [1.71064, 0.02242, 0.20651], [1.20017, 2.16138, 0.93342], [-0.99072, 1.62442, -0.72205], [0.68154, 1.62304, -1.31752], [-0.12366, -0.58981, -0.30298], [-0.11658, 0.26118, 1.32273], [1.87834, -0.59052, -0.51307], [3.57410, 0.19388, 2.76354], [3.38926, 1.03038, 3.92977], [4.48008, -0.37942, 2.96009], [2.80658, -0.56502, 2.61164], [3.72216, 0.84555, 1.90243], [2.80156, 1.73097, 3.63757], [-1.66825, 5.45953, -0.23082], [-1.01774, 4.42747, -0.88369], [-1.02241, 6.13060, 0.33544], [-2.29902, 6.04619, -0.89870], [-2.32665, 5.00345, 0.50850], [-0.70372, 3.79890, -0.22956], [1.48748, 4.21351, -3.54597], [0.79998, 3.32198, -4.37499], [2.12080, 3.73144, -2.80124], [2.05337, 4.97696, -4.07983], [0.76316, 4.75302, -2.93573], [1.44121, 2.62145, -4.51526], [3.81998, 3.50840, 0.16950], [5.01851, 2.76771, 0.41783], [3.64726, 4.35142, 0.83851], [3.72847, 3.81441, -0.87266], [3.04665, 2.74093, 0.20187], [5.72198, 3.41643, 0.34106]]}

{"formula": "C48H60N12", "method": "ωB97M-V/def2-TZVPD", "e_tot_ha": -2521.4375, "relative_energy_kcal_mol": 360.2, "orbital_gap_ev": 8.28, "smiles": "c1cc[nH]c1.c1cc[nH]c1.c1cc[nH]c1.c1cc[nH]c1.c1cc[nH]c1.c1cc[nH]c1.c1cc[nH]c1.c1cc[nH]c1.c1cc[nH]c1.c1cc[nH]c1.c1cc[nH]c1.c1cc[nH]c1", "homo_ev": -7.68, "elements": ["C", "C", "C", "N", "C", "H", "H", "H", "H", "H", "C", "C", "C", "N", "C", "H", "H", "H", "H", "H", "C", "C", "C", "N", "C", "H", "H", "H", "H", "H", "C", "C", "C", "N", "C", "H", "H", "H", "H", "H", "C", "C", "C", "N", "C", "H", "H", "H", "H", "H", "C", "C", "C", "N", "C", "H", "H", "H", "H", "H", "C", "C", "C", "N", "C", "H", "H", "H", "H", "H", "C", "C", "C", "N", "C", "H", "H", "H", "H", "H", "C", "C", "C", "N", "C", "H", "H", "H", "H", "H", "C", "C", "C", "N", "C", "H", "H", "H", "H", "H", "C", "C", "C", "N", "C", "H", "H", "H", "H", "H", "C", "C", "C", "N", "C", "H", "H", "H", "H", "H"], "positions_angstrom": [[38.95100, 53.49400, 32.33100], [38.33900, 54.66400, 32.76800], [38.06300, 55.47400, 31.63900], [38.26100, 54.58000, 30.55400], [38.91900, 53.38100, 30.98800], [39.54900, 52.79300, 32.97400], [38.21500, 54.98400, 33.78200], [37.83200, 56.36100, 31.40200], [37.87700, 54.58900, 29.54400], [39.14200, 52.64500, 30.35200], [42.17800, 55.07000, 31.84500], [42.09100, 56.17400, 30.71400], [43.29000, 55.92500, 29.95100], [44.03200, 55.00300, 30.72100], [43.33700, 54.41100, 31.72600], [41.30800, 54.91800, 32.61000], [41.47200, 56.89000, 30.65000], [43.71200, 56.55200, 29.17800], [44.89600, 54.68700, 30.07600], [43.80500, 53.51300, 32.16500], [42.92500, 51.05600, 34.59400], [41.40400, 51.31300, 35.23500], [41.36100, 50.32300, 36.22200], [42.59400, 49.71000, 36.45600], [43.47800, 50.27900, 35.51100], [43.41000, 51.47300, 33.67700], [40.67800, 51.88300, 35.02000], [40.36700, 49.94800, 36.77600], [42.88300, 49.13100, 37.19400], [44.51500, 49.85900, 35.43500], [37.62000, 48.91000, 30.52900], [37.55000, 50.07000, 31.54500], [38.58400, 49.82000, 32.47300], [39.18800, 48.66500, 32.11200], [38.68900, 48.13800, 30.94500], [36.89200, 48.77200, 29.60700], [36.68400, 50.79100, 31.43200], [38.89900, 50.40200, 33.36100], [40.06400, 48.25600, 32.48800], [39.21100, 47.41900, 30.41700], [33.74500, 52.85400, 31.45200], [32.67500, 53.38100, 32.39000], [33.19600, 54.42400, 33.01300], [34.50500, 54.63200, 32.57900], [34.81600, 53.75700, 31.53900], [33.97000, 51.80400, 31.04400], [31.64200, 53.03500, 32.48100], [32.90400, 55.06200, 33.77800], [34.98600, 55.34600, 32.69200], [35.78100, 53.74100, 31.16200], [36.63000, 50.85400, 36.34400], [35.90100, 51.77500, 35.29600], [36.59900, 52.95300, 35.32500], [37.44800, 52.87400, 36.35000], [37.42700, 51.75700, 36.97700], [36.47500, 49.78200, 36.43400], [35.25400, 51.53100, 34.64800], [36.57100, 53.83600, 34.62800], [38.00900, 53.65000, 36.54100], [38.04700, 51.59200, 37.95500], [35.57300, 57.32200, 34.56500], [35.19900, 57.72100, 33.12900], [33.91700, 57.93200, 33.21500], [33.48400, 57.76400, 34.51600], [34.44600, 57.16100, 35.26300], [36.63700, 57.21100, 35.06100], [35.95300, 57.71700, 32.22900], [33.18700, 58.32000, 32.43200], [32.58800, 57.96000, 34.95800], [34.21700, 56.95900, 36.28300], [37.73000, 57.00000, 27.54200], [39.05700, 57.10600, 28.24800], [39.66800, 55.87800, 28.26600], [38.72500, 55.11300, 27.61800], [37.64100, 55.72500, 27.06600], [37.01200, 57.73500, 27.28500], [39.51800, 58.03000, 28.80300], [40.72700, 55.50200, 28.41300], [38.92700, 54.05500, 27.73500], [37.04700, 55.07100, 26.44600], [41.83000, 51.04100, 29.86200], [42.69400, 51.95300, 28.92900], [43.18800, 51.13600, 27.92900], [42.62300, 49.88600, 28.05300], [41.80900, 49.78400, 29.21300], [41.27200, 51.23100, 30.73600], [42.83300, 52.92000, 28.90700], [43.69100, 51.33900, 27.07600], [42.87900, 48.99700, 27.47500], [41.11100, 48.83600, 29.58400], [40.00900, 55.23100, 36.22400], [38.85700, 56.21000, 36.61200], [38.50000, 56.02000, 37.83000], [39.15700, 54.89000, 38.22800], [40.12700, 54.44300, 37.30400], [40.41800, 55.03300, 35.23300], [38.62200, 56.92400, 35.87500], [37.50300, 56.34900, 38.40700], [38.98900, 54.29300, 39.08100], [40.78900, 53.49900, 37.70700], [38.32900, 51.38300, 27.74400], [37.23400, 51.79800, 26.92200], [37.72500, 52.44100, 25.86900], [39.17900, 52.37400, 25.89300], [39.51200, 51.71100, 27.00900], [38.06600, 50.75100, 28.69200], [36.13600, 51.76100, 27.31300], [37.16700, 52.75000, 24.90500], [39.71100, 52.89400, 25.32600], [40.59900, 51.65500, 27.29800], [38.28100, 59.41100, 31.21800], [39.37200, 58.54300, 31.78000], [40.19900, 59.35200, 32.54100], [39.74300, 60.64100, 32.52600], [38.54800, 60.68200, 31.78700], [37.63900, 59.24900, 30.50800], [39.51400, 57.65300, 31.64900], [41.30600, 59.18900, 32.91400], [40.06600, 61.56300, 32.93200], [37.84500, 61.46900, 31.80200]]}